Entry 1:
The following is a DFT calculation (wB97M-V/def2-TZVPD) of 10 unconnected molecules or ions with the total composition C44H49N5O26S3 at a distorted geometry.

XYZ file:
```
127
Properties=species:S:1:pos:R:3:forces:R:3:mulliken_charge:R:1
C -26.1540 -11.5909 13.7043 -1.752 2.166 0.508 0.4061
C -27.4975 -12.2996 13.4303 1.527 -2.167 -1.068 1.5722
O -27.6372 -12.3454 11.9337 1.588 0.944 0.335 -0.1885
S -26.1669 -12.0812 11.2257 -1.466 -0.773 1.278 0.1885
O -26.3300 -10.8340 10.5738 0.603 0.496 -0.566 -0.4671
O -25.7008 -13.2271 10.4759 -0.316 1.487 1.724 0.1817
O -25.3185 -11.8163 12.6495 1.241 -2.709 -4.259 -0.3030
H -25.5769 -11.7858 14.6082 -0.695 -0.371 0.190 -0.7843
H -26.2788 -10.5166 13.5693 -0.719 0.479 1.132 0.2964
H -28.3823 -11.9450 13.9590 0.266 0.331 -0.483 -0.6381
H -27.3654 -13.3764 13.5360 -0.216 0.083 1.243 -0.3564
C -31.0728 -13.0688 13.2473 -0.612 1.363 0.710 0.8372
C -31.7468 -11.8766 12.5895 0.566 0.979 -0.641 -0.1945
O -32.3685 -12.3813 11.3961 -0.342 -1.066 0.035 -0.4553
S -31.8373 -13.8870 10.9893 0.682 1.740 -1.023 1.0322
O -31.2024 -13.7594 9.6841 -0.925 -0.637 2.457 -0.4768
O -32.8765 -14.8628 11.1984 1.344 1.032 0.187 -0.5606
O -30.6761 -13.8690 12.1612 -0.715 -1.275 -1.123 -0.0298
H -31.7603 -13.5143 13.9663 0.134 -0.686 -0.214 0.2459
H -30.1933 -12.7171 13.7867 -0.024 -0.403 -0.103 -0.8593
H -31.0188 -11.1219 12.2922 0.474 -0.249 -0.400 0.1836
H -32.4146 -11.2477 13.1783 -0.636 -0.865 0.172 0.3345
C -29.2896 -17.2967 15.4003 1.028 -0.632 -0.568 -0.1990
C -29.2168 -17.3661 16.9419 -0.495 1.200 -0.685 -0.3587
O -28.8510 -15.9899 17.3247 0.305 -0.226 -0.688 -0.3483
S -29.0990 -14.9224 16.1387 -0.142 3.469 1.081 1.0946
O -27.7989 -14.2686 15.8829 -2.888 -2.027 -0.030 -0.2985
O -30.2198 -13.9695 16.4273 2.717 -2.906 -0.749 -0.6489
O -29.6398 -15.9745 15.0471 -1.267 2.075 0.823 -0.2259
H -29.9322 -18.0661 14.9723 -0.591 0.522 0.093 0.3002
H -28.4042 -17.2868 14.7646 1.080 -1.500 1.086 0.1182
H -28.5628 -18.1650 17.2913 0.514 0.665 0.134 0.3150
H -30.1748 -17.4703 17.4514 -0.230 -0.460 -0.558 0.3057
C -22.3202 -16.8436 11.0666 -1.620 0.996 -1.714 -0.5615
C -23.4050 -17.1781 10.2365 0.333 -0.635 0.953 -0.6951
C -24.6961 -16.9118 10.6390 -1.830 0.618 1.012 0.0231
C -24.9510 -16.1498 11.7888 1.035 -0.418 -0.460 -0.1594
C -23.8592 -15.6630 12.4916 0.501 0.672 0.898 -0.0343
C -22.5338 -15.9606 12.1315 0.121 -1.735 -1.070 -0.8349
N -26.3823 -15.9119 12.3024 1.914 -0.015 -2.836 1.0943
O -26.4534 -15.7945 13.4853 -0.838 0.208 1.614 -0.5944
O -27.2808 -15.8175 11.4771 0.600 -0.354 0.880 -0.5531
H -21.4073 -17.1556 10.5812 0.713 0.280 0.938 0.3934
H -23.1420 -17.7691 9.3717 -0.501 -0.094 -0.202 0.3172
H -25.6357 -17.2688 10.2439 0.294 -0.282 -1.027 0.5016
H -24.0078 -15.0302 13.3541 -0.188 0.052 0.106 0.6240
H -21.5902 -15.7066 12.5914 -0.525 0.761 0.848 0.4192
C -23.7866 -11.1619 16.6750 -0.722 -0.173 1.229 -0.2769
C -23.9455 -12.5371 16.5008 1.208 -0.252 1.398 -0.4396
C -24.1055 -13.3524 17.6399 0.453 -0.914 -1.813 -0.4335
C -24.3256 -12.8471 18.8752 0.786 0.135 0.495 0.1663
C -24.2661 -11.5098 19.0541 0.091 3.408 -0.400 -0.5821
C -23.9728 -10.6392 17.9819 -0.999 -1.364 -0.837 -0.3549
N -24.3845 -13.6808 20.0604 -1.472 -2.528 -0.098 0.9639
O -24.1673 -13.2176 21.1502 0.353 0.608 0.166 -0.5818
O -24.7516 -14.8575 19.8908 0.658 1.215 -0.105 -0.5927
H -23.5912 -10.4576 15.8798 0.065 -0.125 -0.209 0.3827
H -23.6451 -13.1075 15.6343 -0.252 0.442 -0.530 0.5248
H -23.8589 -14.3963 17.5141 -0.601 -0.243 0.091 0.4094
H -24.4553 -11.0318 20.0039 0.008 -0.315 0.212 0.4319
H -24.1280 -9.5732 18.0584 0.506 0.085 0.390 0.4199
C -26.8682 -19.2609 7.0786 0.120 -0.192 0.563 -0.3132
C -27.9770 -18.4404 6.9544 1.312 0.490 -1.308 -0.7852
C -27.8083 -17.0323 6.9533 -3.532 -1.962 -0.372 -0.1380
C -26.6573 -16.4647 7.3110 3.271 -0.820 -0.370 -0.0797
C -25.5071 -17.3058 7.3837 -0.429 -0.471 1.322 0.0153
C -25.6096 -18.7280 7.3436 -0.656 2.498 0.270 -0.5804
N -26.4997 -15.0092 7.4558 1.163 1.223 0.611 0.9465
O -25.4899 -14.5224 7.9447 0.860 -1.633 0.154 -0.3273
O -27.3665 -14.2663 7.1191 -2.429 -0.062 -1.071 -0.6049
H -26.9414 -20.3364 7.0128 -0.288 -0.107 0.016 0.3775
H -28.8903 -18.8748 6.5757 -0.255 0.161 0.349 0.3809
H -28.7209 -16.5496 6.6361 0.220 0.886 0.393 0.4411
H -24.5846 -16.8292 7.6808 0.158 -0.033 -0.164 0.2694
H -24.7998 -19.3581 7.6808 0.284 0.063 -0.535 0.3657
C -30.9266 -8.3747 14.4442 0.009 -1.929 -0.968 -0.6434
C -29.7066 -7.9022 13.9976 0.372 -1.435 2.857 -0.6395
C -28.6232 -8.4436 14.7137 1.067 -0.772 0.208 -0.2849
C -28.6821 -9.6178 15.5778 -0.747 2.434 -0.198 0.2145
C -29.9380 -10.1116 15.9682 0.711 0.790 -1.625 -0.5718
C -31.0268 -9.5257 15.3147 -0.308 1.421 0.024 -0.4224
N -27.4675 -10.1804 16.2493 1.172 -0.933 -1.291 1.1074
O -27.5472 -11.3433 16.6769 -0.211 1.990 -0.230 -0.5487
O -26.4008 -9.5654 16.1349 -1.534 -0.330 0.445 -0.5035
H -31.7020 -7.9425 13.8291 -1.117 -0.354 0.780 0.3541
H -29.6255 -7.0586 13.3282 0.212 -0.085 0.030 0.4998
H -27.7373 -7.8418 14.5741 0.799 -0.772 0.198 0.4601
H -30.0140 -10.9147 16.6862 -0.146 -0.118 -0.107 0.4524
H -31.9973 -9.8983 15.6074 -0.238 0.134 -0.187 0.5044
C -25.0142 -7.8030 11.0210 0.299 -1.232 -0.712 -0.5213
C -24.2428 -8.7902 11.6209 0.326 0.292 1.192 -0.2431
C -23.7490 -8.6062 12.9257 -0.391 0.045 -1.145 -0.4548
C -24.1282 -7.4394 13.5628 -0.634 0.776 -0.221 0.1639
C -24.8804 -6.4263 12.9548 -0.266 -0.368 -1.093 -0.5972
C -25.3718 -6.6350 11.6450 1.227 0.285 0.989 -0.7207
N -23.7738 -7.2239 14.9728 2.350 -2.237 -1.641 1.1839
O -22.8330 -7.8178 15.4312 1.785 -1.692 -0.320 -0.6583
O -24.3942 -6.5129 15.6363 -3.778 3.789 2.082 -0.6350
H -25.2319 -8.0145 9.9846 -0.529 0.285 -0.102 0.4120
H -24.0433 -9.7058 11.0840 0.187 0.084 -0.020 0.5237
H -23.0414 -9.3019 13.3520 -0.241 -0.051 0.320 0.5524
H -24.9891 -5.4495 13.4024 -0.218 -0.208 0.426 0.4687
H -25.8503 -5.8674 11.0548 -0.197 0.171 0.336 0.5048
O -28.0741 -11.2768 3.8638 0.964 0.703 2.100 -0.6434
C -27.5219 -10.8907 4.8941 -2.678 -0.710 -2.954 0.5094
O -26.2332 -11.0582 5.0827 1.944 -0.745 -1.092 -0.3363
C -25.7869 -10.4588 6.2685 -1.056 -0.111 1.952 -0.1278
C -27.1267 -10.5025 7.0936 1.856 1.493 2.117 0.0083
C -28.0829 -10.1054 6.0500 -0.949 -0.657 -1.011 -0.4747
H -25.4235 -9.4476 6.0859 -0.336 0.278 -0.148 0.2907
H -24.9362 -10.9726 6.7162 -0.286 -0.535 -0.202 -0.0236
H -27.1464 -9.8084 7.9338 0.365 0.364 -0.021 0.1201
H -27.3308 -11.4339 7.6218 0.113 -0.471 -0.789 0.1111
H -27.9591 -9.0840 5.6900 -0.047 0.385 0.459 0.2509
H -29.1311 -10.2919 6.2836 0.121 -0.091 -0.350 0.3374
O -19.2213 -14.0634 8.5282 -5.209 2.139 0.029 -0.6768
C -20.4470 -13.6462 8.4838 6.290 -0.969 0.059 0.4199
O -21.3378 -14.3685 7.8475 -1.628 0.880 -0.121 -0.3530
C -22.7157 -13.8160 8.1211 1.268 -0.963 0.254 0.5238
C -22.4876 -12.8887 9.2832 -0.082 1.040 1.351 0.2766
C -21.0286 -12.3750 9.1659 -0.804 -2.313 -0.405 -0.4484
H -23.2457 -14.7420 8.3443 -0.426 0.619 -0.077 -0.3611
H -23.1253 -13.2590 7.2785 0.253 -0.479 -0.315 0.2273
H -22.5739 -13.3592 10.2627 -0.134 -0.509 -0.161 -0.1002
H -23.2055 -12.0703 9.3369 -0.110 -0.016 -0.325 -0.0490
H -20.5542 -12.3506 10.1470 0.081 0.694 -0.274 0.2635
H -21.0012 -11.4662 8.5647 0.600 -0.154 0.085 0.3340
```
Forces are in eV/Å.

Net charge: 0
SMILES: O=[N+]([O-])c1ccccc1.O=[N+]([O-])c1ccccc1.O=[N+]([O-])c1ccccc1.O=[N+]([O-])c1ccccc1.O=[N+]([O-])c1ccccc1.O=S1(=O)OCCO1.O=S1(=O)OCCO1.O=S1(=O)OCCO1.O=C1CCCO1.O=C1CCCO1
Spin multiplicity: 1



Entry 2:
The following is a DFT calculation (wB97M-V/def2-TZVPD) of a molecular structure, C44H50LiO20S at a distorted geometry.

XYZ file:
```
116
Properties=species:S:1:pos:R:3:forces:R:3:mulliken_charge:R:1
Li 0.1776 -2.9669 -3.0727 0.514 0.740 0.326 0.8031
S 0.3836 -1.0259 -0.5427 5.469 6.570 -2.360 1.4215
O -0.5854 -0.2249 -1.2707 -2.397 1.740 -1.504 -0.1699
O 1.6956 -0.2149 -0.5087 -2.163 -1.698 -0.459 -0.4608
O -0.0464 -1.2579 0.7363 -2.383 -1.851 6.293 -0.2785
O 0.6006 -2.1669 -1.3137 0.998 -5.864 -3.132 -0.6193
C 2.3656 -1.7469 -4.9777 1.064 -0.013 -4.296 -0.7979
O 2.2326 -2.4409 -3.7847 1.532 2.612 1.844 -0.4752
H 1.9376 -0.7899 -5.0897 -0.918 1.545 1.188 0.3076
H 1.8146 -2.2339 -5.7907 0.189 -0.691 0.199 0.3609
H 3.3996 -1.5059 -5.4677 -1.028 -1.170 1.572 0.2504
H 2.7266 -1.7409 -3.1797 -1.305 -2.556 -0.475 0.2621
C -2.7534 -2.0709 -3.2817 2.933 7.215 -6.987 -1.1468
O -1.3804 -1.7229 -3.5077 0.852 -2.343 -0.752 -0.7123
H -3.2224 -1.1189 -3.4477 -1.145 0.107 0.566 0.2396
H -2.9814 -2.5469 -2.5447 -1.763 -4.236 10.096 0.3571
H -3.1824 -2.7549 -3.9047 -0.181 -1.595 -3.441 0.6509
H -1.0104 -1.2099 -2.7797 -0.515 0.747 0.697 0.4703
C 0.7236 2.9261 -1.4367 1.358 2.982 -3.727 1.6004
C 1.2416 4.2131 -1.1087 -0.702 -0.137 2.635 -0.3461
C 0.8586 5.3511 -1.8667 1.698 0.171 0.562 0.0605
C 0.4116 5.1911 -3.1757 0.310 -1.539 2.524 -0.5594
C 0.1076 3.9651 -3.6727 0.401 -2.124 -0.773 -0.7743
C 0.2656 2.8581 -2.8027 -1.361 -1.370 0.667 0.3409
O -0.1574 1.6191 -3.2567 0.974 -0.654 2.060 -0.7260
O 1.2536 6.6661 -1.4697 4.114 -8.922 7.122 -0.5073
H 1.1436 2.0291 -1.0377 -0.291 -0.484 0.768 -0.7685
H 1.8086 4.2361 -0.0767 -1.149 0.595 -2.235 0.0036
H 0.4656 5.9981 -3.7737 -0.199 2.775 -2.101 0.5348
H -0.0374 3.7971 -4.7857 -0.187 0.133 1.682 0.2732
H -0.0554 0.9781 -2.4307 -0.553 1.317 -2.172 0.1675
H 0.9256 7.2171 -1.9937 -4.457 7.286 -7.045 0.2525
C 1.2296 -4.7329 1.1483 -2.171 1.354 2.154 -0.1959
C 0.7566 -5.7999 1.9913 1.617 1.043 -1.653 -0.6738
C 1.6416 -6.8419 2.2503 -1.258 -0.434 1.178 0.7192
C 2.9156 -6.8969 1.6943 -0.230 1.115 -0.103 -0.5953
C 3.3366 -5.8509 0.8343 -0.567 -0.415 0.473 -0.5171
C 2.5316 -4.6999 0.6323 -0.878 -1.770 -1.047 0.0790
O 2.9076 -3.8509 -0.3647 5.729 -6.607 1.810 -0.4145
O 1.1896 -7.8119 3.2053 2.439 0.662 -0.716 -0.5800
H 0.5206 -3.7919 1.1653 1.800 -2.068 -0.730 0.5294
H -0.2654 -5.8289 2.3743 0.408 0.346 -0.011 0.3102
H 3.5816 -7.7009 1.9833 -0.065 -0.066 -0.301 0.3893
H 4.2406 -6.0289 0.2493 -0.081 0.523 0.321 0.3841
H 2.4256 -3.1669 -0.5347 -5.265 6.432 -1.094 0.0803
H 0.3046 -8.0379 3.0003 -1.343 -0.208 -0.343 0.2958
C -3.3614 0.5481 3.8323 1.918 -1.086 1.472 -0.4665
C -2.2184 -0.0539 3.2133 -3.242 1.001 -0.815 0.3979
C -1.1244 -0.4739 3.9323 -0.318 -0.081 0.328 -0.0025
C -1.0884 -0.4099 5.3073 -3.990 1.687 -0.671 -0.6795
C -2.2234 0.1351 5.9643 -0.701 0.839 -2.343 -0.9512
C -3.3534 0.6691 5.3003 0.948 -0.561 -4.190 0.5485
O -4.3544 1.4361 5.8503 -0.065 -0.405 0.824 -0.5896
O -0.0554 -0.9479 3.3403 2.143 -0.757 4.813 -0.4884
H -4.1694 0.8761 3.1533 0.322 -0.022 0.729 0.2499
H -2.3274 -0.1959 2.1043 0.657 0.207 1.279 0.3703
H -0.2374 -0.6359 5.8223 2.047 -0.748 1.304 0.6248
H -2.1604 0.4231 6.9433 0.246 0.144 2.726 0.4385
H -5.1174 1.4181 5.2503 0.480 -0.004 0.226 0.3154
H -0.0684 -0.9839 2.4543 -0.309 -0.020 -5.299 0.3192
C 1.4986 1.8291 2.1703 -0.459 3.647 1.661 1.0383
C 0.8216 2.6671 3.1433 -0.306 -1.252 -0.873 0.0330
C 1.3776 3.9111 3.4183 3.691 0.643 -0.186 0.7601
C 2.7286 4.2281 2.9923 -0.719 -4.041 -4.049 -0.7334
C 3.3276 3.3841 1.9173 -8.316 -0.520 5.850 -1.1546
C 2.6786 2.2181 1.5433 -0.178 -0.252 0.449 -0.2258
O 3.2886 1.4041 0.6613 3.065 1.956 1.337 -0.6683
O 0.8246 4.8501 4.2403 0.061 0.080 -0.230 -0.5874
H 0.8866 1.1861 1.6693 -1.164 -2.666 -0.749 -0.4824
H -0.1734 2.2611 3.6333 1.975 1.141 -1.189 -0.0209
H 3.4446 4.9771 3.1933 -0.417 1.437 1.057 0.4018
H 4.1736 3.6431 1.5993 6.826 1.856 -2.804 0.9322
H 2.7626 0.9641 0.0523 -2.369 -1.670 -1.386 0.1550
H 0.3056 4.2801 4.7713 -1.457 -0.168 1.492 0.3321
C -2.5234 3.5461 1.2133 -1.692 -0.776 -0.410 -0.5902
C -2.3414 2.3691 0.4153 2.280 0.568 0.045 0.9060
C -3.3444 1.7431 -0.3447 -1.542 2.529 1.463 0.3321
C -4.6834 2.3281 -0.1807 0.860 -0.031 -1.189 -0.4697
C -4.9044 3.4611 0.6513 -2.576 0.104 -1.583 -0.7080
C -3.8374 4.0871 1.2403 1.978 -0.072 3.224 0.6446
O -4.0724 5.1561 2.1373 -1.315 0.526 -1.470 -0.6394
O -3.0874 0.7901 -1.2457 1.100 -2.083 -0.237 -0.6258
H -1.8304 4.0401 1.9503 -0.154 -0.896 -1.396 0.1701
H -1.2794 2.0031 0.1973 -1.499 0.429 0.701 -0.1584
H -5.4934 2.0811 -0.9227 0.858 -0.244 1.118 0.3222
H -6.0194 3.9481 0.7043 3.049 -1.304 -0.035 0.1645
H -3.6634 5.2381 3.0003 0.618 -0.958 -0.318 0.3240
H -2.2074 0.1951 -1.1337 -1.752 2.357 0.058 -0.0569
C -5.1294 -4.1609 0.6983 0.671 -0.394 0.402 -0.6544
C -3.8294 -4.3009 1.3423 -3.644 4.373 -3.417 -1.0427
C -2.9424 -3.2269 1.2313 -0.451 -1.764 -0.404 0.4058
C -3.3054 -2.1279 0.4803 0.497 3.983 -1.325 1.5380
C -4.5924 -1.8969 -0.0317 0.216 -3.307 0.362 -0.7386
C -5.5314 -2.9809 0.0003 3.121 -0.071 2.975 0.2117
O -6.7424 -2.7039 -0.4387 -3.142 0.156 -1.212 -0.5357
O -1.7104 -3.4289 1.7203 -0.334 -0.940 1.007 -0.5376
H -5.7674 -5.0929 0.8083 0.390 1.503 -0.370 0.2457
H -3.7424 -5.2029 1.7623 1.309 -3.016 1.893 0.7154
H -2.5864 -1.1879 0.2323 -1.349 -2.757 1.109 -1.0181
H -4.8404 -1.0119 -0.5587 -0.082 0.786 -0.286 0.5851
H -7.5194 -3.0279 0.0633 1.246 -0.081 -0.207 0.3300
H -1.1344 -2.8029 1.3323 1.286 1.561 -0.542 0.0927
C 4.8106 2.1091 -3.8227 4.501 -8.308 2.782 -1.0030
C 4.0826 1.1441 -3.0457 0.609 0.586 -0.630 -0.0392
C 4.5706 -0.1589 -2.6367 -0.247 6.600 -1.828 -0.1337
C 5.8776 -0.4069 -2.9877 -3.378 3.137 -0.914 -0.8501
C 6.6946 0.4021 -3.6807 -0.475 3.785 -2.868 -0.7610
C 6.1786 1.7001 -4.1407 -2.325 -0.602 1.547 0.6779
O 6.9636 2.5811 -4.7777 0.980 1.679 -0.982 -0.5841
O 3.8646 -0.9139 -1.8807 11.244 -5.145 -6.566 -0.0690
H 4.2806 2.8481 -4.1727 -2.096 4.449 -1.820 0.6977
H 3.1286 1.5871 -2.7577 -0.258 -0.949 0.233 0.4469
H 6.2916 -1.1689 -2.6057 2.842 -6.180 2.553 0.8088
H 7.6096 -0.0389 -4.0817 0.104 0.740 0.421 0.3458
H 6.5886 3.5061 -4.7957 0.322 -1.822 0.178 0.3277
H 3.1956 -0.8989 -1.4287 -11.989 2.273 7.895 0.2316
```
Forces are in eV/Å.

Net charge: -1
Relative energy (zero: lowest compared OMol25 entry of this formula, charge and spin) (kcal per mole): 66.0
Spin multiplicity: 1



Result set for HOMO level: -9.71; -5.50 eV, one per record in the order listed.